1.
ORCA calculation (ωB97M-V/def2-TZVPD) on C3H7N3S as an isolated structure at a distorted geometry.

## Properties
net charge = 0
ΔE to the lowest compared entry with this formula, charge and spin = 444.7 kJ/mol
HOMO energy = -7.148 eV
LUMO energy = 0.022 Ha
energy = -680.81285 Eh

Geometry (Å):
H 0.079 -0.600 -1.277
C -1.502 1.269 0.367
C -2.721 1.061 -0.156
N -0.781 0.128 0.659
H -3.461 1.784 -0.427
H -1.205 -1.822 0.519
H 1.691 -1.767 -0.103
H 1.746 -0.413 1.057
C 1.670 -0.675 0.004
H 2.545 -0.260 -0.509
H -1.036 2.218 0.545
N 0.521 -0.033 -0.556
N -1.628 -0.910 0.642
S -3.086 -0.626 -0.328

Charges per atom according to Mulliken partitioning, unit e: H 0.2394; C -0.3757; C -0.1449; N -0.0099; H 0.3878; H 0.2675; H 0.2413; H 0.2985; C -0.6706; H 0.2660; H 0.3607; N -0.4588; N -0.3505; S -0.0507


2.
ORCA calculation (ωB97M-V/def2-TZVPD) on one molecule with the formula C3H7N3S at a distorted geometry.

## Properties
net charge = 0
ΔE to the lowest compared entry with this formula, charge and spin = 109.2 kJ/mol
HOMO energy = -8.391 eV
structure (SMILES) = [H]/N=C(\C)N/C=N\S
LUMO energy = 0.025 Ha
energy = -680.94066 Eh

Geometry (Å):
H 2.306 1.975 -0.628
N 2.347 -1.199 -0.205
C 2.662 1.262 0.118
C -0.409 -0.900 0.174
H 0.050 1.047 -0.093
N 0.483 0.138 0.070
N -1.690 -0.887 0.179
H 3.726 1.099 -0.048
H 3.324 -1.122 -0.501
H 2.532 1.670 1.122
C 1.888 -0.019 -0.052
S -2.565 0.549 -0.123
H -3.750 0.019 0.060
H 0.023 -1.895 0.317

Charges per atom according to Mulliken partitioning, unit e: H 0.3127; N -0.6839; C -1.1207; C 0.1303; H 0.1908; N -0.2182; N -0.4365; H 0.3720; H 0.2324; H 0.2764; C 0.6460; S -0.2084; H 0.1442; H 0.3629


3.
ORCA calculation (ωB97M-V/def2-TZVPD) on one molecule with the formula C3H7N3S at a distorted geometry.

## Properties
net charge = 0
ΔE to the lowest compared entry with this formula, charge and spin = 429.0 kJ/mol
HOMO energy (alpha / beta) = -7.807 / -7.804 eV
LUMO energy (alpha / beta) = 0.025 / 0.025 Ha
energy = -680.81884 Eh

Geometry (Å):
H 0.867 -2.820 0.536
H 0.292 0.731 2.060
C 0.325 1.377 1.235
N -0.126 0.985 -1.940
C 0.798 0.532 0.059
H -0.546 1.961 1.226
C -1.189 -0.678 -0.782
N -1.034 0.229 -1.970
H 1.864 0.443 -0.029
N 0.059 -0.728 -0.070
S 1.032 -2.120 -0.629
H -1.986 -0.410 -0.151
H 1.181 2.069 1.533
H -1.538 -1.570 -1.080

Charges per atom according to Mulliken partitioning, unit e: H 0.1582; H 0.3426; C -1.1494; N -0.2208; C -0.0570; H 0.3246; C -0.4823; N 0.0081; H 0.3548; N -0.1041; S -0.1868; H 0.2937; H 0.3197; H 0.3987


4.
ORCA calculation (ωB97M-V/def2-TZVPD) on one molecule with the formula C3H7N3S at a distorted geometry.

## Properties
net charge = 0
ΔE to the lowest compared entry with this formula, charge and spin = 198.4 kJ/mol
HOMO energy = -8.892 eV
structure (SMILES) = [H]/N=C(\NN)[C@@H]1CS1
LUMO energy = 0.031 Ha
energy = -680.90668 Eh

Geometry (Å):
C 0.261 -0.090 0.027
C -1.219 -0.233 -0.371
N 1.747 0.052 1.949
H 2.042 0.164 -0.531
H -0.776 0.499 -2.351
N 1.100 0.094 -0.902
S -2.174 1.335 -0.447
C -1.573 0.088 -1.780
H -2.350 -0.510 -2.275
H -0.236 0.007 2.039
H -1.740 -1.071 0.090
H 2.140 0.777 1.300
N 0.464 -0.304 1.371
H 2.314 -0.808 1.880

Charges per atom according to Mulliken partitioning, unit e: C 0.3744; C -0.1687; N -0.6772; H 0.2118; H 0.3006; N -0.6274; S -0.1553; C -0.7739; H 0.2914; H 0.2861; H 0.4744; H 0.2710; N -0.0878; H 0.2806


5.
ORCA calculation (ωB97M-V/def2-TZVPD) on an isolated ion of composition C3H7N4 and charge +1 at a distorted geometry.

## Properties
net charge = +1
ΔE to the lowest compared entry with this formula, charge and spin = 284.9 kJ/mol
HOMO energy = -13.300 eV
structure (SMILES) = N#[N+]CC/N=C\N
LUMO energy = -0.195 Ha
energy = -337.19573 Eh

Geometry (Å):
H 0.575 -0.239 1.225
H -3.356 0.952 0.023
H 1.673 -1.319 -1.394
N -0.178 0.774 -0.553
C 1.685 -0.948 -0.419
H -2.441 -0.232 1.005
N 2.551 -0.020 -0.014
C -1.417 1.108 -0.357
H 1.888 -1.889 0.127
N -2.423 0.590 0.364
H -0.300 -1.251 0.228
N 3.064 0.845 0.458
C 0.332 -0.419 0.194
H -1.654 2.048 -0.889

Charges per atom according to Mulliken partitioning, unit e: H 0.4272; H 0.2604; H 0.3650; N -0.4899; C -0.3398; H 0.2262; N 0.5742; C 0.1012; H 0.3202; N -0.3872; H 0.4700; N -0.1259; C -0.6994; H 0.2977


6.
ORCA calculation (ωB97M-V/def2-TZVPD) on an isolated ion of composition C3H7N4 and charge +1 at a distorted geometry.

## Properties
net charge = +1
ΔE to the lowest compared entry with this formula, charge and spin = 248.8 kJ/mol
HOMO energy = -14.298 eV
structure (SMILES) = C/N=C/NN=C=[NH2+]
LUMO energy = -0.128 Ha
energy = -337.20948 Eh

Geometry (Å):
H -2.247 0.278 -0.683
C -1.429 -0.034 -0.018
H -1.878 0.255 0.924
H -0.046 2.634 0.168
N 1.785 1.556 0.091
H -1.348 -1.103 -0.212
H 1.024 -2.420 -0.750
C 0.404 1.616 0.147
H 2.408 2.300 0.213
N -0.093 0.442 0.010
N 2.305 0.377 -0.134
H 1.808 -2.313 0.878
C 1.590 -0.608 -0.165
N 1.491 -1.858 0.022

Charges per atom according to Mulliken partitioning, unit e: H 0.3271; C -0.7226; H 0.3495; H 0.3944; N 0.1617; H 0.2371; H 0.2954; C -0.0002; H 0.1945; N -0.2520; N -0.3457; H 0.2707; C 0.3988; N -0.3086


7.
ORCA calculation (ωB97M-V/def2-TZVPD) on an isolated ion of composition C3H7N4 and charge +1 at a distorted geometry.

## Properties
net charge = +1
ΔE to the lowest compared entry with this formula, charge and spin = 625.9 kJ/mol
HOMO energy = -13.297 eV
structure (SMILES) = NN/[NH+]=C\N1C=C1
LUMO energy = -0.123 Ha
energy = -337.06586 Eh

Geometry (Å):
N 1.325 0.122 -0.085
H -1.997 -0.254 1.486
C 2.705 -0.109 -0.303
H -2.093 -1.640 -0.928
N -0.795 1.041 0.385
H 1.662 -2.124 0.266
N -1.346 -0.255 0.540
N -2.139 -0.579 -0.647
H 3.608 0.353 -0.718
H 1.018 2.027 -0.266
H -3.192 -0.385 -0.500
C 0.493 1.103 0.103
H -1.274 1.828 0.645
C 2.026 -1.127 0.022

Charges per atom according to Mulliken partitioning, unit e: N -0.1530; H 0.3085; C -0.1062; H 0.2729; N 0.0337; H 0.3811; N -0.3363; N -0.5261; H 0.3473; H 0.2855; H 0.2757; C 0.1305; H 0.1916; C -0.1054


8.
ORCA calculation (ωB97M-V/def2-TZVPD) on an isolated ion of composition C3H7N4 and charge +1 at a distorted geometry.

## Properties
net charge = +1
ΔE to the lowest compared entry with this formula, charge and spin = 629.7 kJ/mol
HOMO energy (alpha / beta) = -14.324 / -14.325 eV
structure (SMILES) = C=C(C)/N=N/N=[NH2+]
LUMO energy (alpha / beta) = -0.234 / -0.234 Ha
energy = -337.06440 Eh

Geometry (Å):
C 0.614 0.424 -0.089
H 1.096 0.408 1.987
H -2.641 -3.339 1.128
H -3.904 -2.373 1.725
C 1.268 0.826 1.009
N -1.207 -0.969 0.657
H 0.038 0.595 -2.141
N -0.383 -0.504 -0.019
C 0.834 0.924 -1.479
N -2.291 -1.184 1.006
N -2.907 -2.572 1.749
H 2.021 1.593 0.932
H 0.861 2.010 -1.477
H 1.783 0.567 -1.875

Charges per atom according to Mulliken partitioning, unit e: C 0.7705; H 0.2896; H 0.3130; H 0.3135; C -0.7780; N 0.6626; H 0.3240; N 0.0672; C -1.0314; N -0.5020; N -0.3158; H 0.2764; H 0.3264; H 0.2839


Repeat the third record exactly.
ORCA calculation (ωB97M-V/def2-TZVPD) on one molecule with the formula C3H7N3S at a distorted geometry.

## Properties
net charge = 0
ΔE to the lowest compared entry with this formula, charge and spin = 429.0 kJ/mol
HOMO energy (alpha / beta) = -7.807 / -7.804 eV
LUMO energy (alpha / beta) = 0.025 / 0.025 Ha
energy = -680.81884 Eh

Geometry (Å):
H 0.867 -2.820 0.536
H 0.292 0.731 2.060
C 0.325 1.377 1.235
N -0.126 0.985 -1.940
C 0.798 0.532 0.059
H -0.546 1.961 1.226
C -1.189 -0.678 -0.782
N -1.034 0.229 -1.970
H 1.864 0.443 -0.029
N 0.059 -0.728 -0.070
S 1.032 -2.120 -0.629
H -1.986 -0.410 -0.151
H 1.181 2.069 1.533
H -1.538 -1.570 -1.080

Charges per atom according to Mulliken partitioning, unit e: H 0.1582; H 0.3426; C -1.1494; N -0.2208; C -0.0570; H 0.3246; C -0.4823; N 0.0081; H 0.3548; N -0.1041; S -0.1868; H 0.2937; H 0.3197; H 0.3987


Look up the net charge of the second one. 0


Repeat the seventh record exactly.
ORCA calculation (ωB97M-V/def2-TZVPD) on an isolated ion of composition C3H7N4 and charge +1 at a distorted geometry.

## Properties
net charge = +1
ΔE to the lowest compared entry with this formula, charge and spin = 625.9 kJ/mol
HOMO energy = -13.297 eV
structure (SMILES) = NN/[NH+]=C\N1C=C1
LUMO energy = -0.123 Ha
energy = -337.06586 Eh

Geometry (Å):
N 1.325 0.122 -0.085
H -1.997 -0.254 1.486
C 2.705 -0.109 -0.303
H -2.093 -1.640 -0.928
N -0.795 1.041 0.385
H 1.662 -2.124 0.266
N -1.346 -0.255 0.540
N -2.139 -0.579 -0.647
H 3.608 0.353 -0.718
H 1.018 2.027 -0.266
H -3.192 -0.385 -0.500
C 0.493 1.103 0.103
H -1.274 1.828 0.645
C 2.026 -1.127 0.022

Charges per atom according to Mulliken partitioning, unit e: N -0.1530; H 0.3085; C -0.1062; H 0.2729; N 0.0337; H 0.3811; N -0.3363; N -0.5261; H 0.3473; H 0.2855; H 0.2757; C 0.1305; H 0.1916; C -0.1054